{
  "formula": "C40H40ClN2OP2RuS",
  "method": "the ωB97M-V functional and the def2-TZVPD basis",
  "symbols": ["Ru", "Cl", "S", "P", "P", "O", "N", "N", "C", "C", "C", "C", "C", "C", "C", "C", "C", "C", "C", "C", "C", "C", "C", "C", "C", "C", "C", "C", "C", "C", "C", "C", "C", "C", "C", "C", "C", "C", "C", "C", "C", "C", "C", "C", "C", "C", "C", "C", "H", "H", "H", "H", "H", "H", "H", "H", "H", "H", "H", "H", "H", "H", "H", "H", "H", "H", "H", "H", "H", "H", "H", "H", "H", "H", "H", "H", "H", "H", "H", "H", "H", "H", "H", "H", "H", "H", "H", "H"],
  "positions_angstrom": [[-0.159, 1.508, -0.508], [2.768, 3.384, 5.587], [0.774, -4.923, 2.783], [-1.042, -0.465, 0.193], [1.273, -0.226, -0.940], [-0.667, 2.519, -2.295], [-1.808, 3.152, -2.581], [0.500, -1.241, 0.190], [1.412, 4.255, 1.962], [-0.267, 3.221, 0.486], [0.124, 2.392, 2.797], [1.838, -1.129, -2.372], [3.587, 1.283, -0.961], [-1.748, 4.100, -3.535], [0.860, -2.649, 0.446], [1.963, -2.765, 1.486], [-2.968, 2.844, -1.977], [0.850, 2.413, 3.973], [1.446, -2.099, -4.535], [-2.867, 0.257, 2.057], [2.699, 0.761, 1.237], [2.135, 4.289, 3.134], [-2.303, -0.771, -2.250], [-4.130, 3.497, -2.330], [-1.258, -1.351, 2.866], [-2.885, 4.777, -3.915], [3.523, -2.517, -3.386], [1.011, -1.316, -3.478], [-2.201, -1.234, -0.937], [3.667, 1.568, 1.815], [-3.859, -2.918, -1.396], [-4.096, 4.477, -3.310], [-3.177, -1.387, -3.132], [-1.871, -1.311, 4.113], [-3.470, 0.294, 3.301], [3.098, -1.732, -2.327], [0.404, 3.298, 1.767], [2.698, -2.699, -4.489], [-3.950, -2.460, -2.705], [-2.966, -0.490, 4.334], [4.582, 2.236, 1.012], [1.857, 3.357, 4.132], [2.202, -4.208, 1.916], [-1.751, -0.560, 1.835], [0.152, -6.077, 1.541], [-2.989, -2.306, -0.509], [2.666, 0.614, -0.149], [4.542, 2.094, -0.371], [-0.412, -2.012, 2.740], [-3.433, -0.463, 5.310], [-2.808, 5.533, -4.683], [-0.193, -5.572, 0.639], [3.567, 1.163, -2.037], [2.910, 5.027, 3.289], [-1.339, 2.882, 0.498], [-3.262, -1.029, -4.150], [-1.487, -1.937, 4.907], [-0.765, 4.258, -3.952], [1.628, 4.973, 1.180], [-2.930, -2.649, 0.518], [5.342, 2.860, 1.464], [3.057, -4.255, 2.589], [0.035, -0.852, -3.522], [2.441, -4.843, 1.061], [5.268, 2.607, -0.987], [-0.688, -6.600, 1.993], [0.631, 1.721, 4.774], [0.915, -6.810, 1.287], [1.689, -2.171, 2.363], [-0.034, -3.181, 0.776], [-5.050, 3.228, -1.832], [-3.263, 0.877, 1.258], [-1.702, 0.074, -2.572], [2.891, -2.334, 1.095], [1.167, -3.112, -0.497], [0.809, -2.239, -5.398], [-0.142, 4.086, -0.165], [-0.682, 1.679, 2.690], [-4.632, -2.939, -3.394], [4.499, -2.982, -3.353], [-4.471, -3.748, -1.069], [-4.327, 0.932, 3.468], [3.747, -1.587, -1.471], [-2.906, 2.067, -1.231], [1.988, 0.231, 1.860], [3.034, -3.307, -5.317], [3.709, 1.669, 2.891], [-4.998, 5.001, -3.594]],
  "s2": 0.765,
  "total_charge": 2,
  "multiplicity": 2,
  "e_homo_ha": [-0.467, -0.467],
  "total_energy_ev": -91659.381,
  "largest_force_ev_per_a": 1.05
}

{
  "formula": "C32H62BCl2F2LiNO8P2",
  "method": "the ωB97M-V functional and the def2-TZVPD basis",
  "symbols": ["Cl", "Cl", "P", "P", "F", "F", "O", "O", "O", "O", "O", "O", "O", "O", "N", "C", "C", "C", "C", "C", "C", "C", "C", "C", "C", "C", "C", "C", "C", "C", "C", "C", "C", "C", "C", "C", "C", "C", "C", "C", "C", "C", "C", "C", "C", "C", "C", "B", "Li", "H", "H", "H", "H", "H", "H", "H", "H", "H", "H", "H", "H", "H", "H", "H", "H", "H", "H", "H", "H", "H", "H", "H", "H", "H", "H", "H", "H", "H", "H", "H", "H", "H", "H", "H", "H", "H", "H", "H", "H", "H", "H", "H", "H", "H", "H", "H", "H", "H", "H", "H", "H", "H", "H", "H", "H", "H", "H", "H", "H", "H", "H"],
  "positions_angstrom": [[2.624, 1.472, -0.572], [6.702, -0.557, 2.771], [3.418, 1.251, 1.367], [-0.457, -1.724, -4.477], [2.483, -5.852, 6.266], [1.902, 4.073, 0.137], [-0.751, 5.921, 6.589], [-0.275, -2.337, -2.916], [3.069, -0.301, 4.663], [-1.241, -3.003, -5.193], [4.011, -2.094, 3.351], [-2.670, 3.003, -1.080], [-1.998, -1.117, -3.965], [0.954, -2.098, -4.953], [-2.503, 2.224, -3.584], [1.845, 2.425, 3.474], [-6.484, -1.558, -6.631], [-3.922, 2.910, -1.743], [5.638, 1.877, 3.656], [5.984, -6.745, 6.048], [5.678, -4.494, 5.242], [-8.353, -2.494, -5.437], [-3.038, -1.967, -3.540], [-2.930, -2.276, -2.072], [0.643, -1.644, -2.069], [3.805, -5.762, 6.022], [2.768, 2.761, 2.249], [-6.250, -3.664, -5.488], [-2.393, 4.275, -0.472], [-7.808, -1.480, -6.217], [6.512, -5.572, 5.519], [-0.107, -4.689, -6.500], [-3.457, 4.476, -3.705], [6.158, 1.153, 2.383], [0.181, -0.217, -1.846], [4.316, -4.591, 5.491], [0.194, 3.401, 5.095], [2.676, -0.328, 1.997], [-7.575, -3.587, -5.076], [4.623, -6.840, 6.307], [-2.052, 6.189, 6.488], [-0.895, -3.394, -6.527], [-3.712, 3.046, -3.253], [1.065, 3.760, 3.833], [2.153, 4.798, 4.308], [-5.703, -2.648, -6.263], [5.252, 1.223, 1.112], [3.248, -0.882, 3.398], [-0.968, -3.917, -1.862], [3.062, 4.214, 4.604], [0.738, -4.629, -5.814], [0.804, 0.316, -1.125], [-2.706, -1.388, -1.481], [-5.643, -4.516, -5.205], [3.650, -3.765, 5.276], [2.474, 5.454, 3.467], [2.164, -0.383, 4.980], [-0.315, 4.321, 5.462], [-1.786, 2.429, -2.870], [-2.115, 2.422, -4.507], [-4.668, -2.706, -6.582], [1.834, 5.377, 5.196], [0.264, -4.942, -7.495], [-3.852, -2.722, -1.694], [-8.416, -0.630, -6.502], [2.704, -1.109, 1.203], [-1.827, -3.539, -7.080], [-2.611, 6.321, 7.441], [1.588, -0.105, 2.152], [2.137, 3.396, 1.499], [-4.304, 1.905, -1.532], [0.677, -2.175, -1.109], [3.363, -2.768, 3.111], [5.678, 2.972, 3.454], [-2.679, 5.421, 5.972], [0.207, 0.346, -2.785], [-4.659, 3.620, -1.366], [-4.556, 2.627, -3.804], [-0.851, -0.201, -1.486], [-3.112, -2.881, -4.126], [-2.119, -2.985, -1.949], [4.595, 1.635, 3.947], [1.066, 1.673, 3.223], [-9.385, -2.432, -5.113], [6.269, 1.685, 4.551], [-6.060, -0.770, -7.242], [6.089, -3.579, 4.834], [5.519, 2.128, 0.520], [-3.446, 4.537, -4.796], [5.484, 0.348, 0.457], [-3.302, 4.777, -0.137], [0.464, 4.120, 2.975], [2.433, 2.177, 4.380], [-2.498, 4.856, -3.349], [-1.753, 4.100, 0.392], [0.914, 3.056, 5.875], [-0.739, -5.510, -6.151], [7.106, 1.669, 2.109], [1.649, -1.674, -2.494], [-2.688, 1.221, -3.514], [7.574, -5.497, 5.321], [3.639, 3.404, 2.510], [-3.974, -1.428, -3.718], [-4.244, 5.138, -3.346], [-2.332, 7.109, 5.928], [-1.850, 4.912, -1.171], [4.195, -7.742, 6.728], [6.633, -7.585, 6.260], [-0.337, -2.607, -7.034], [-0.503, 2.553, 4.904], [-8.002, -4.380, -4.474]],
  "total_charge": 1,
  "e_homo_ha": -0.247,
  "total_energy_ev": -101986.712,
  "largest_force_ev_per_a": 5.41
}

{
  "formula": "C2H5PS2",
  "method": "the ωB97M-V functional and the def2-TZVPD basis",
  "symbols": ["S", "S", "P", "C", "C", "H", "H", "H", "H", "H"],
  "positions_angstrom": [[0.532, 0.686, -0.560], [-1.392, -1.679, 0.483], [-2.816, 1.072, -0.231], [1.584, -0.716, -0.663], [-1.503, -0.133, 0.125], [1.263, -1.371, -1.394], [-3.084, 1.309, 1.125], [2.611, -0.372, -1.021], [-1.976, 2.194, -0.309], [1.573, -1.350, 0.334]],
  "total_charge": 0,
  "e_homo_ha": -0.311,
  "total_energy_ev": -33111.611,
  "largest_force_ev_per_a": 3.56
}